No. 1
22
Properties=species:S:1:pos:R:3:forces:R:3:mulliken_charge:R:1 method="wB97M-V/def2-TZVPD" de_lowest_kcal_mol=50.8 multiplicity=1 total_charge=+1 total_energy_ha=-3032.1743 gap_ev=7.61 e_homo_ha=-0.465
C -1.4370 -1.8739 0.7158 -0.5 0.2 1.4 -0.67
C -0.1898 -2.4550 0.4475 0.7 -1.1 0.2 -0.51
C -1.5536 -0.4857 0.7890 0.5 -1.4 -0.6 -0.74
C 0.9340 -1.6737 0.3009 1.0 -1.7 -1.6 -0.67
C -0.4228 0.3236 0.6041 1.3 1.5 0.7 0.95
C 0.8450 -0.2932 0.3884 0.2 1.3 -0.1 1.15
C -0.4199 1.7640 0.7963 -1.0 -2.8 0.3 -0.25
C 0.7341 2.4845 0.8154 0.0 2.9 -1.5 -0.82
C 1.9300 1.9634 0.3545 1.1 -3.5 -0.1 0.23
N 1.9446 0.5577 0.2268 0.9 1.5 -0.2 -0.24
N -1.3044 0.0638 -2.1341 -4.9 0.3 0.1 -0.61
Br 3.6349 -0.2383 -0.2236 -1.0 0.7 0.3 0.10
H -2.2163 -2.5684 1.0832 0.1 0.8 -0.8 0.38
H -0.0273 -3.5882 0.3971 -0.6 1.9 0.0 0.34
H -2.4838 0.0177 0.8802 -0.8 0.1 0.4 0.46
H 1.8248 -2.2204 -0.1160 -0.7 1.0 1.0 0.19
H -1.4049 2.1871 0.9867 0.4 0.3 0.0 0.42
H 0.6252 3.6005 0.8348 0.4 -1.2 0.4 0.33
H 2.9349 2.4491 0.0974 -1.9 -0.5 0.6 0.33
H -0.8456 -0.7849 -2.1639 1.2 -1.9 -0.4 0.21
H -0.8092 0.8156 -2.4993 0.9 1.2 -1.1 0.20
H -2.2931 -0.0452 -2.5810 2.7 0.4 1.0 0.23

No. 2
14
Properties=species:S:1:pos:R:3:forces:R:3:mulliken_charge:R:1 method="wB97M-V/def2-TZVPD" de_lowest_kcal_mol=58.1 smiles="C=C=C(O)CC" multiplicity=1 total_charge=0 total_energy_ha=-270.4653 gap_ev=9.93 e_homo_ha=-0.331
C 1.0243 -1.6218 -0.7278 0.0 0.0 -0.1 -1.19
C 1.0904 -0.5417 0.3658 0.1 0.1 0.0 -0.26
C -0.0851 0.3957 0.2617 -0.1 0.0 0.1 0.17
C -0.2555 1.6764 0.0192 -0.4 -0.3 0.1 0.11
C -0.9973 2.7461 -0.1064 -0.4 -0.3 0.0 -0.62
O -1.3132 -0.2427 0.5101 -0.1 -0.4 -0.2 -0.48
H 1.0868 -1.1478 -1.7105 0.0 -0.1 0.0 0.32
H 1.8318 -2.3609 -0.6547 -0.1 0.3 0.1 0.34
H 0.0813 -2.1823 -0.6814 0.2 0.1 0.0 0.32
H 1.0506 -1.0332 1.3502 0.0 0.2 -0.2 0.24
H 2.0344 0.0065 0.3003 -0.1 0.0 0.0 0.28
H -1.4526 3.0134 -1.0562 0.4 0.2 -0.1 0.23
H -1.4330 3.2348 0.7611 0.5 0.2 0.0 0.23
H -1.4850 -0.8701 -0.2059 0.0 0.1 0.2 0.30

No. 3
18
Properties=species:S:1:pos:R:3:forces:R:3:mulliken_charge:R:1 method="wB97M-V/def2-TZVPD" de_lowest_kcal_mol=194.4 multiplicity=1 total_charge=0 total_energy_ha=-1019.5623 gap_ev="6.25 / 6.25" e_homo_ha="-0.328 / -0.328"
C 0.6962 1.4242 3.4548 -1.4 0.6 1.1 -0.19
C 1.5081 0.5698 2.7361 -0.9 -1.0 -2.5 -0.32
C 0.0263 -0.5874 -3.3634 2.5 -1.1 0.5 0.02
C -0.5459 1.3811 2.9044 0.2 1.3 1.9 -0.40
C -0.3015 -0.8558 -2.0141 0.2 -0.1 1.4 0.17
C 0.6728 0.0214 1.7672 0.0 -0.1 -0.6 -0.15
N -1.0181 -0.0589 -3.8867 -0.4 1.3 -2.5 -0.53
N -1.5698 -0.4879 -1.7735 1.2 0.8 -0.9 -0.50
N -1.8854 0.0568 -2.9582 -1.4 -0.8 1.7 0.29
O -0.0328 -2.7248 -0.1826 -0.1 0.7 0.3 -0.50
O 2.0339 -1.8672 -1.1376 1.2 0.8 -0.4 -0.53
O -0.6012 0.5203 1.9187 1.3 -1.4 -2.1 -0.20
S 0.7410 -1.5929 -0.6245 -2.5 -0.3 0.8 1.00
H 1.0228 1.8550 4.3836 -0.2 0.6 -0.1 0.36
H 2.5343 0.6722 2.8829 1.6 -1.0 -0.2 0.41
H 0.9086 -0.7610 -4.0100 -0.6 0.0 1.0 0.42
H -1.4036 1.9894 3.0871 -0.5 -0.2 0.2 0.40
H -2.7855 0.4456 -3.1840 -0.2 -0.1 0.4 0.25

No. 4
12
Properties=species:S:1:pos:R:3:forces:R:3:mulliken_charge:R:1 method="wB97M-V/def2-TZVPD" de_lowest_kcal_mol=0.0 smiles=CCB(O)O multiplicity=1 total_charge=0 total_energy_ha=-255.8202 gap_ev=11.02 e_homo_ha=-0.393
O -1.4735 0.0108 0.8648 0.2 -0.5 -1.1 -0.60
O -1.4358 -0.6377 -1.4980 -0.9 0.0 -0.1 -0.59
B -0.7561 -0.3399 -0.3171 -3.5 0.4 1.5 0.52
C 1.3911 0.5257 0.7978 0.2 -0.8 0.4 -1.03
C 0.7492 -0.2211 -0.3267 -1.2 -0.3 -1.6 -0.34
H -2.4419 -0.0633 0.8172 0.6 0.0 -0.1 0.27
H -2.4202 -0.5494 -1.5998 1.7 -0.1 0.6 0.28
H 2.3177 0.8949 0.4283 1.0 0.6 0.1 0.35
H 1.6016 -0.1318 1.6581 -0.2 0.4 -0.2 0.27
H 0.7562 1.3554 1.0962 0.1 0.0 0.2 0.28
H 0.6541 0.3714 -1.2557 1.2 0.1 0.0 0.22
H 1.0578 -1.2151 -0.6649 0.9 0.2 0.3 0.36